# 1
This record from the OMol25 dataset describes a structure of composition C8H10O in a non-equilibrium geometry. The level of theory is ωB97M-V/def2-TZVPD.

Its energy above the lowest of the compared OMol25 structures with the same formula, charge and spin is 100.8 kcal per mole. The value obtained for the HOMO-LUMO gap is 9.08 eV. The value obtained for the HOMO energy is -0.307 Eh.

Geometry as ORCA input:
```
! wB97M-V def2-TZVPD RIJCOSX def2/J DEFGRID3
* xyz 0 1
C -2.7180 -0.1727 -0.4782
C -1.6211 -0.8194 0.2952
C -0.3349 -0.2139 0.1504
C -0.0577 1.1985 0.1735
C 1.1743 1.8364 -0.0242
C 2.2955 1.0086 -0.0909
C 2.1768 -0.4249 0.0168
C 0.9000 -0.8855 0.0782
H -2.5136 -0.0186 -1.5963
H -3.7501 -0.8173 -0.0528
H -2.8996 0.8565 -0.3042
H -1.8027 -0.7017 1.6546
H -1.7105 -1.9545 -0.0915
H -1.0945 2.1013 0.2918
H 1.4052 2.9104 0.1248
H 3.2178 1.6328 -0.1736
H 3.3511 -2.1734 -0.0321
H 0.7585 -2.1589 0.2888
O 3.2234 -1.2037 -0.2305
*
```

Atom charges from the Mulliken analysis, given in e for atoms 1 to 4:
1. C -1.173
2. C -0.123
3. C 0.177
4. C -0.035

# 2
This record from the OMol25 dataset describes the molecule C2H6P2S in a non-equilibrium geometry. The level of theory is ωB97M-V/def2-TZVPD.

Its structure (SMILES) is C=P#[PH]SC. Its energy above the lowest of the compared OMol25 structures with the same formula, charge and spin is 21.7 kcal per mole. The value obtained for the HOMO-LUMO gap is 7.81 eV. The value obtained for the HOMO energy is -0.303 Eh.

Geometry as ORCA input:
```
! wB97M-V def2-TZVPD RIJCOSX def2/J DEFGRID3
* xyz 0 1
C -1.4168 -1.3459 -0.2567
P -2.0983 0.2107 -0.4232
P -0.8233 1.3808 0.9587
S 0.7647 1.5899 -0.4694
C 1.7184 0.0172 -0.1392
H -2.0864 -2.1895 -0.4716
H -0.4665 -1.4743 0.1606
H -1.2538 2.7866 0.7825
H 2.7044 0.0355 -0.4674
H 1.0773 -0.9173 -0.5672
H 1.8803 -0.0938 0.8930
*
```

Atom charges from the Mulliken analysis, given in e for atoms 1 to 4:
1. C -0.567
2. P 0.029
3. P -0.095
4. S -0.134

Q: What is the HOMO-LUMO gap in the first record?
A: 9.08 eV